Here is a 10-piece molecular cluster, C13H32N10O18 overall in a non-equilibrium geometry from the OMol25 dataset. Energies are from ωB97M-V/def2-TZVPD.

Geometry as XYZ:
```
73
C13H32N10O18 (ωB97M-V/def2-TZVPD)
H 1.783 -1.129 3.504
O 4.810 1.837 -3.571
C 2.552 -1.687 2.979
C -0.029 -0.081 -0.025
C -1.726 2.092 -3.165
O -3.402 2.937 3.523
N 2.524 -3.151 2.859
H 1.176 -7.116 2.466
H 0.413 0.773 -0.513
O -3.982 2.703 -3.327
H -0.651 -3.272 0.884
O 2.087 -3.780 3.915
H 1.617 3.041 2.726
H -0.300 5.777 -0.814
O 3.366 -3.679 2.121
H 0.802 -2.285 -5.935
O 0.317 -0.460 -3.438
H 0.041 4.887 -2.246
H -4.183 -2.495 -0.766
C -3.000 2.885 1.344
O 4.001 -0.215 -3.842
N -3.710 -1.433 0.911
H -1.406 3.182 -3.214
H 0.085 -2.215 -1.280
O -3.480 -2.530 1.465
H -0.990 1.545 -2.318
C -3.856 -1.430 -0.530
O -0.021 -6.390 0.373
H -0.105 -6.128 3.436
H 1.459 5.265 -1.397
C 2.023 2.164 3.139
H -1.811 1.663 -4.197
C -0.549 -1.382 2.062
H 2.892 0.085 -1.719
H 3.292 1.617 -1.402
N -0.464 -6.070 1.439
H 1.415 -0.526 -5.820
H -2.542 3.761 0.748
O -4.209 4.617 2.457
H 3.616 -1.445 2.968
N -0.592 -2.240 0.975
H -2.300 2.207 1.640
N 0.483 3.714 -0.668
N 0.702 -1.398 -4.007
H 2.312 1.393 -2.831
C 0.651 -1.305 -5.478
H 1.427 1.784 3.941
H -4.620 -0.691 -0.641
O -4.106 -0.476 1.514
H -0.760 -1.725 2.980
H 0.009 0.949 2.049
O 1.602 3.222 -0.374
O 4.238 1.584 3.592
C 0.389 5.019 -1.319
O -1.130 -5.135 1.579
H -0.275 -7.636 2.633
H 2.185 -1.196 1.908
N -3.657 3.564 2.532
O -3.298 1.610 -1.608
H 2.191 1.642 2.081
H -2.927 -1.182 -0.947
N -3.069 2.169 -2.674
C -0.202 -1.643 -0.298
C 0.100 -6.768 2.607
C -0.326 0.041 1.484
O -0.615 3.169 -0.424
H -3.777 2.408 0.720
N 3.466 2.534 3.754
O 1.378 -2.319 -3.523
H -0.231 -0.782 -5.651
O 3.675 3.714 4.020
N 4.139 0.818 -3.216
C 3.082 1.020 -2.145
```

Net charge: 0
Total energy (eV): -65722.042
Energy relative to the best compared isomer or geometry (same formula, charge and spin) (eV): 1.320
Frontier orbital gap (hartree): 0.2492
SMILES string: C[N+](=O)[O-].C[N+](=O)[O-].C[N+](=O)[O-].C[N+](=O)[O-].C[N+](=O)[O-].C[N+](=O)[O-].C[N+](=O)[O-].C[N+](=O)[O-].C[N+](=O)[O-].c1cc[nH]c1